The following is a DFT calculation (wB97M-V/def2-TZVPD) of a 7-piece molecular cluster, C39H71N7O4 overall.

Computed properties:
molar mass: 702.0 g/mol
F_max: 0.025 hartree/bohr
net charge: 0
structure (SMILES): CCCN[C@@H]1CC(=O)O[C@@]1(CCO)CCCCCOC.CCCC#N.CCCC#N.CCCC#N.CCCC#N.CCCC#N.CCCC#N
frontier orbital gap: 8.80 eV
total energy: -60213.199 eV
HOMO: -8.30 eV

Structure (XYZ):
```
121
Properties=species:S:1:pos:R:3:forces:R:3
C 0.7393 -3.6727 0.7456 -0.8 0.5 0.0
C 0.3505 -2.3342 0.0875 0.2 -0.6 -1.1
C 1.5339 -1.5990 -0.5919 0.4 -0.4 1.0
N 1.7113 -0.2031 -0.1876 -0.1 0.0 -1.1
C 0.6370 0.7063 -0.5784 -0.1 -0.2 0.8
C -0.3734 0.3118 -1.6682 -0.7 0.4 1.0
C -0.8466 1.6840 -2.1629 0.5 -0.4 -0.1
O -1.6142 1.9101 -3.0543 -0.1 0.2 0.4
O -0.2333 2.6484 -1.4163 -0.1 0.0 -0.6
C 1.0739 2.0954 -1.0399 0.5 0.4 -0.7
C 1.9259 2.0429 -2.3335 0.2 0.0 0.4
C 1.7685 3.2133 -3.2895 0.4 -0.1 -0.4
O 2.3828 4.3941 -2.7650 -0.3 -0.1 0.1
C 1.7571 2.9571 0.0247 -0.5 -0.5 0.6
C 0.7955 3.8241 0.8419 0.1 0.7 0.0
C 0.5026 5.1920 0.1898 0.4 -0.4 -0.6
C 1.4964 6.3017 0.5863 -0.8 0.1 0.2
C 0.8471 7.4475 1.3898 0.9 -0.2 0.1
O -0.1519 7.0051 2.2922 -0.1 0.4 -0.1
C -1.4823 7.2541 1.8979 -0.4 -0.4 0.2
H 1.5411 -4.1729 0.2090 -0.1 0.1 0.1
H 0.9975 -3.5077 1.7934 0.3 -0.2 -0.1
H -0.1428 -4.3177 0.7349 0.1 -0.1 0.1
H -0.1967 -1.7036 0.7806 0.1 0.1 0.1
H -0.3583 -2.5845 -0.7103 -0.2 0.2 0.1
H 1.4856 -1.7014 -1.6746 -0.1 0.3 0.0
H 2.4505 -2.1196 -0.3077 0.1 0.1 0.0
H 1.7931 -0.1937 0.8187 0.1 0.1 0.0
H 0.0212 0.8783 0.3163 0.0 0.2 -0.1
H -0.0885 -0.3981 -2.4355 0.2 0.2 -0.2
H -1.2472 -0.0869 -1.1425 0.0 -0.3 -0.3
H 1.7573 1.1133 -2.8843 -0.2 0.0 0.0
H 2.9799 2.0184 -2.0457 0.0 -0.1 0.1
H 2.3108 2.9458 -4.2051 -0.1 0.0 0.0
H 0.7350 3.3940 -3.5842 -0.1 0.0 0.2
H 1.7930 5.1315 -2.9390 0.1 0.1 0.0
H 2.5688 3.5336 -0.4121 -0.2 0.2 0.0
H 2.2344 2.2586 0.7215 0.1 -0.1 -0.2
H -0.1542 3.3152 1.0085 0.1 -0.2 0.1
H 1.2704 4.0216 1.8060 -0.2 -0.1 0.1
H 0.5931 5.0414 -0.8875 -0.2 0.0 0.0
H -0.5355 5.4733 0.3526 0.1 0.1 0.2
H 1.9155 6.7498 -0.3151 0.3 0.0 0.1
H 2.2958 5.8763 1.1941 0.1 0.0 -0.2
H 0.5066 8.2352 0.7127 -0.4 -0.1 0.1
H 1.6372 7.8970 1.9993 -0.1 0.1 0.0
H -1.9840 6.2972 1.7114 -0.1 0.1 -0.1
H -1.5651 7.8755 1.0038 0.2 0.0 -0.1
H -2.0547 7.7467 2.6896 0.3 0.1 0.1
C -3.8728 -2.4595 -2.3935 0.0 0.0 0.0
C -4.1256 -3.7740 -1.6643 0.0 0.3 -0.1
C -4.4833 -3.5714 -0.1858 0.2 0.0 -0.2
C -3.3935 -2.9035 0.5315 -0.1 0.0 0.2
N -2.5333 -2.3925 1.0960 -0.2 0.0 0.0
H -3.0203 -1.9249 -1.9699 0.0 0.0 0.0
H -3.6524 -2.6461 -3.4440 0.0 0.0 0.0
H -4.7449 -1.8040 -2.3428 0.0 0.0 0.0
H -3.2420 -4.4032 -1.7439 0.0 -0.1 0.0
H -4.9409 -4.3072 -2.1516 0.0 -0.1 0.1
H -4.6718 -4.5307 0.2982 0.0 0.0 0.1
H -5.3852 -2.9649 -0.0879 0.0 0.0 0.0
C -1.3520 11.1168 0.0144 0.0 0.0 0.0
C -0.4540 12.0298 0.8414 -0.2 -0.1 0.0
C 0.8469 12.4002 0.1187 -0.1 -0.2 0.2
C 1.6371 11.2024 -0.1822 0.1 0.1 -0.1
N 2.2441 10.2585 -0.4269 -0.1 0.0 0.1
H -0.8645 10.1632 -0.1948 0.0 0.0 0.0
H -2.2763 10.9016 0.5504 0.0 0.0 0.0
H -1.6147 11.5809 -0.9382 0.0 0.0 0.0
H -0.2159 11.5427 1.7889 0.1 0.0 0.0
H -0.9926 12.9483 1.0806 0.1 0.0 0.0
H 1.4518 13.0643 0.7365 0.0 0.0 0.0
H 0.6313 12.9167 -0.8177 0.0 0.0 0.0
C 4.9174 -4.1160 3.9347 0.0 0.0 0.0
C 4.1329 -5.3881 3.6332 0.1 0.2 0.1
C 4.4192 -5.9521 2.2365 -0.2 0.1 0.2
C 4.0564 -4.9825 1.1994 0.2 -0.1 -0.2
N 3.7782 -4.2156 0.3906 0.3 -0.1 0.1
H 4.6500 -3.3116 3.2479 0.0 0.0 0.0
H 4.7075 -3.7667 4.9458 0.0 0.0 0.0
H 5.9926 -4.2891 3.8545 0.0 0.0 0.0
H 3.0644 -5.1854 3.7291 0.0 -0.1 0.0
H 4.3818 -6.1512 4.3729 0.0 -0.1 -0.1
H 3.8522 -6.8675 2.0679 0.1 0.0 -0.1
H 5.4785 -6.1920 2.1299 0.0 0.0 0.0
C -5.6916 4.3068 -0.8755 0.0 0.0 0.0
C -4.7746 4.0611 0.3166 0.0 0.0 -0.2
C -5.4241 4.4265 1.6572 0.1 0.1 -0.2
C -5.7813 5.8489 1.7043 0.0 0.0 0.1
N -6.0282 6.9705 1.7320 0.0 -0.1 0.0
H -5.9489 5.3629 -0.9687 0.0 0.0 0.0
H -5.2013 4.0054 -1.8009 0.0 0.0 0.0
H -6.6183 3.7367 -0.7829 0.0 0.0 0.0
H -3.8548 4.6358 0.1908 0.0 0.0 0.1
H -4.4906 3.0078 0.3446 0.0 0.0 0.1
H -4.7383 4.2201 2.4794 0.0 0.0 0.1
H -6.3284 3.8377 1.8188 0.0 0.0 0.0
C 7.8186 -8.5021 0.3278 0.0 0.0 0.0
C 7.5071 -9.9297 0.7629 0.1 0.2 0.0
C 6.2444 -10.4922 0.1002 0.1 0.1 0.2
C 5.0665 -9.6896 0.4446 -0.1 -0.1 -0.1
N 4.1457 -9.0618 0.7223 0.1 0.0 0.0
H 7.0209 -7.8152 0.6146 0.0 0.0 0.0
H 8.7377 -8.1516 0.7968 0.0 0.0 0.0
H 7.9474 -8.4394 -0.7541 0.0 0.0 0.0
H 7.3922 -9.9623 1.8480 0.0 -0.1 0.0
H 8.3487 -10.5771 0.5115 -0.1 -0.1 0.0
H 6.0661 -11.5177 0.4243 0.0 0.0 0.0
H 6.3526 -10.4975 -0.9853 0.0 0.0 0.0
C -6.0158 -9.1730 -1.8065 0.0 0.0 0.0
C -4.6017 -9.3240 -1.2576 -0.2 -0.1 -0.1
C -3.9270 -7.9780 -0.9709 0.0 -0.1 -0.2
C -3.8115 -7.1742 -2.1924 0.1 0.0 0.0
N -3.7184 -6.5538 -3.1546 0.0 -0.2 0.0
H -6.0174 -8.6492 -2.7633 0.0 0.0 0.0
H -6.4694 -10.1506 -1.9674 0.0 0.0 0.0
H -6.6498 -8.6178 -1.1121 0.0 0.0 0.0
H -3.9950 -9.8887 -1.9674 0.1 0.0 0.0
H -4.6311 -9.9012 -0.3320 0.1 0.0 0.0
H -2.9263 -8.1297 -0.5657 0.0 0.1 0.0
H -4.5038 -7.4121 -0.2368 0.0 0.0 0.0
```
Positions in Å, forces in eV/Å.